12
Properties=species:S:1:pos:R:3:mulliken_charge:R:1 method="wB97M-V/def2-TZVPD" homo_lumo_gap_ev="7.392 / 9.233" e_lumo_ev="-1.96 / -1.67" total_charge=0 e_above_lowest_ev=3.909
S -2.4654 0.1496 0.0710 0.98
O 1.1097 -0.0698 0.0860 -0.52
O -2.6433 0.3055 1.4874 -0.48
O -0.3526 1.4083 -0.7099 -0.43
O -3.5012 0.2792 -0.9316 -0.49
N -1.7031 -1.3566 -0.1560 -0.43
C 0.5399 1.2429 0.2208 -0.16
H 1.9513 -0.1407 -0.3739 0.31
H 0.0856 1.4526 1.2045 0.25
H -1.3745 -1.5026 -1.0601 0.27
H -1.0946 -1.6330 0.6456 0.30
H 1.3695 1.8877 0.2206 0.39

=====

9
Properties=species:S:1:pos:R:3:mulliken_charge:R:1 method="wB97M-V/def2-TZVPD" homo_lumo_gap_ev=6.984 e_lumo_ev=4.70 total_charge=-1 e_above_lowest_ev=4.098
P -1.6456 -0.4537 0.1988 -0.13
O -1.3256 1.6420 0.1866 -0.71
N -0.4978 0.6700 -0.4256 -0.14
C 1.0949 0.4890 0.3019 -0.69
H -2.5978 0.0433 -0.9134 0.01
H 1.3247 -0.5339 0.0290 0.27
H 1.7390 1.1387 -0.2890 0.24
H -1.1312 -1.7318 -0.4767 -0.05
H 1.0782 0.7834 1.4721 0.20

=====

10
Properties=species:S:1:pos:R:3:mulliken_charge:R:1 method="wB97M-V/def2-TZVPD" homo_lumo_gap_ev=8.001 e_lumo_ev=-0.78 total_charge=0 e_above_lowest_ev=1.692
P -0.2130 2.8318 -1.2556 0.07
P 0.3913 0.9131 0.9527 0.12
O -0.0965 -0.6354 0.9799 -0.23
N -0.6782 1.5642 -0.4250 -0.25
C 0.3094 -1.8021 0.2433 -0.49
H 1.5085 -2.0216 0.3650 0.23
H 0.0043 -1.7429 -0.9074 0.23
H -0.2521 -2.6082 0.6059 0.24
H -0.5729 2.3618 -2.6030 0.05
H -0.4008 1.1392 2.0441 0.03

=====

9
Properties=species:S:1:pos:R:3:mulliken_charge:R:1 method="wB97M-V/def2-TZVPD" homo_lumo_gap_ev=9.870 e_lumo_ev=0.86 total_charge=0 e_above_lowest_ev=1.383
S 0.1052 -1.6247 2.6202 -0.34
O -0.3747 0.3650 0.2776 -0.49
N -0.0827 1.4433 -1.6727 -0.41
C 0.0593 0.3393 -0.8496 0.19
H 0.4372 -2.9153 2.5801 0.15
H 0.3993 1.3868 -2.5546 0.23
H -0.2173 2.3339 -1.2249 0.23
H -0.9839 -0.9514 2.2182 0.18
H 0.6575 -0.3769 -1.3943 0.27

=====

9
Properties=species:S:1:pos:R:3:mulliken_charge:R:1 method="wB97M-V/def2-TZVPD" homo_lumo_gap_ev=10.037 e_lumo_ev=0.70 total_charge=0 e_above_lowest_ev=1.869
S -1.1806 0.0691 -0.6160 0.51
O -2.0870 -0.3384 0.6118 -0.62
N -0.6013 1.4986 0.0672 -0.52
C 0.2002 -1.1175 -0.3152 -0.73
H 1.0792 -0.9774 -1.0098 0.32
H 0.2858 1.9630 -0.1783 0.26
H -0.2636 -2.1953 -0.5086 0.26
H -0.7228 1.4169 1.0891 0.28
H 0.4688 -0.8734 0.8023 0.23

=====

9
Properties=species:S:1:pos:R:3:mulliken_charge:R:1 method="wB97M-V/def2-TZVPD" homo_lumo_gap_ev=10.075 e_lumo_ev=0.77 total_charge=0 e_above_lowest_ev=1.211
S 0.8099 -0.5210 -0.3131 -0.09
S -2.7608 -0.2843 0.0703 -0.26
N 1.6405 0.9387 0.0314 -0.31
C 2.8427 0.8251 0.4228 -0.21
H -1.6566 -1.0254 -0.1090 0.10
H 3.3835 1.7433 0.6462 0.25
H 3.3746 -0.1244 0.5524 0.22
H -0.3343 0.0790 -0.6610 0.10
H -2.0922 0.6910 0.6997 0.18

=====

9
Properties=species:S:1:pos:R:3:mulliken_charge:R:1 method="wB97M-V/def2-TZVPD" homo_lumo_gap_ev="7.458 / 7.461" e_lumo_ev="-2.29 / -2.29" total_charge=0 e_above_lowest_ev=3.042
P 1.4002 -0.3961 -0.0055 0.52
O 0.5304 0.8104 0.2382 -0.48
O 2.8503 -0.0475 0.1150 -0.58
C -1.6674 0.4586 0.0919 -0.29
H 0.9882 -0.9923 -1.3737 0.03
H -1.4787 -0.5698 0.3007 0.30
H 1.1092 -1.3479 0.8421 0.00
H -1.6104 0.7161 -0.9014 0.26
H -2.1218 1.3685 0.6927 0.25

=====

9
Properties=species:S:1:pos:R:3:mulliken_charge:R:1 method="wB97M-V/def2-TZVPD" homo_lumo_gap_ev=8.613 e_lumo_ev=0.64 total_charge=0 e_above_lowest_ev=2.147
P 1.4691 -0.5650 -0.1929 0.15
O -1.2325 0.6954 -0.1180 -0.43
O 1.3240 1.0699 -0.0407 -0.48
C -0.9873 -0.5970 -0.3589 -0.42
H 1.2859 -0.8439 1.2517 0.01
H 1.5439 1.2778 0.8952 0.33
H -1.2300 -1.1922 0.6083 0.25
H -0.8298 1.2932 -0.7391 0.34
H -1.3435 -1.1382 -1.3057 0.24

=====

10
Properties=species:S:1:pos:R:3:mulliken_charge:R:1 method="wB97M-V/def2-TZVPD" homo_lumo_gap_ev=9.956 e_lumo_ev=-5.98 total_charge=+1 e_above_lowest_ev=2.526
Si -0.0253 0.4672 -0.1491 0.72
O -0.0219 -1.1141 0.0824 -0.09
O -1.1735 -2.1239 0.0296 0.09
O -2.2997 -1.6130 -0.4381 -0.27
C 1.5403 1.2715 0.6023 -0.90
H -2.5143 -1.8942 -1.3559 0.39
H 1.6869 2.2005 0.0480 0.33
H 2.4766 0.7529 0.3810 0.34
H -1.2093 0.6105 -0.8680 0.02
H 1.5402 1.4425 1.6679 0.35

=====

8
Properties=species:S:1:pos:R:3:mulliken_charge:R:1 method="wB97M-V/def2-TZVPD" homo_lumo_gap_ev="8.177 / 8.374" e_lumo_ev="0.06 / -0.39" total_charge=0 e_above_lowest_ev=3.283
P -0.6388 -0.4466 1.3815 0.16
O -1.3801 1.0334 1.3364 -0.47
C 1.2040 -0.2012 -1.0797 -1.01
H -1.5246 1.5067 0.5498 0.32
H 1.0788 0.8812 -0.9347 0.35
H 1.8841 -0.5434 -0.2660 0.30
H -1.5279 -1.2955 0.8372 0.02
H 0.9045 -0.9346 -1.8245 0.32

=====

9
Properties=species:S:1:pos:R:3:mulliken_charge:R:1 method="wB97M-V/def2-TZVPD" homo_lumo_gap_ev=5.392 e_lumo_ev=3.03 total_charge=-1 e_above_lowest_ev=1.884
S -0.1319 0.1383 0.6902 0.13
S -0.8813 -3.6259 0.6575 -0.85
O 0.3380 1.4881 1.3580 -0.50
C -0.1272 0.6360 -1.0264 -0.62
H 0.0129 -2.4496 0.7829 -0.13
H 0.3320 1.7401 -1.1775 0.22
H 1.2353 1.5224 1.6797 0.30
H -1.1974 0.7247 -1.4486 0.21
H 0.4196 -0.1741 -1.5158 0.24

=====

8
Properties=species:S:1:pos:R:3:mulliken_charge:R:1 method="wB97M-V/def2-TZVPD" homo_lumo_gap_ev=9.435 e_lumo_ev=0.88 total_charge=0 e_above_lowest_ev=0.725
S 0.2389 -0.4278 -0.9941 -0.10
P -0.7378 1.4251 -1.0928 -0.08
C -0.1168 -1.0394 0.6875 -0.72
H -0.1955 -0.2425 1.4097 0.31
H -0.9465 -1.7319 0.6887 0.26
H -0.2719 1.5983 -2.3933 0.05
H 0.9909 -1.6999 0.8676 0.21
H 0.3039 2.2068 -0.5753 0.06

=====

10
Properties=species:S:1:pos:R:3:mulliken_charge:R:1 method="wB97M-V/def2-TZVPD" homo_lumo_gap_ev="6.550 / 6.852" e_lumo_ev="-1.70 / -1.48" total_charge=0 e_above_lowest_ev=2.547
S -1.9504 -0.4162 1.2146 0.06
S -0.3937 -1.5416 1.0597 -0.15
S 1.8243 0.1590 1.6730 -0.18
P 3.0428 0.1610 0.1220 0.00
C -2.0653 0.4758 -0.3821 -0.77
H 2.2877 0.6248 -1.0407 0.07
H -1.9604 -0.3123 -1.1178 0.30
H -1.2470 1.0787 -0.5118 0.30
H 3.5363 -1.1539 -0.3700 0.09
H -3.0743 0.9247 -0.6469 0.28

=====

9
Properties=species:S:1:pos:R:3:mulliken_charge:R:1 method="wB97M-V/def2-TZVPD" homo_lumo_gap_ev="5.488 / 7.417" e_lumo_ev="0.76 / -3.40" total_charge=0 multiplicity=3 e_above_lowest_ev=1.803
N -0.4431 0.6163 -0.0646 -0.31
C 1.3184 -0.0318 -0.0266 -0.94
B -1.4169 -0.3461 -0.0164 0.12
H -0.4433 1.5784 0.2161 0.33
H 1.8145 0.6572 -0.6946 0.30
H -2.5336 -0.0470 0.1835 -0.05
H -1.1251 -1.4700 -0.1952 -0.06
H 1.2225 -1.0288 -0.4034 0.32
H 1.6067 0.0719 1.0013 0.30

=====

12
Properties=species:S:1:pos:R:3:mulliken_charge:R:1 method="wB97M-V/def2-TZVPD" homo_lumo_gap_ev=9.770 e_lumo_ev=-0.71 total_charge=0 e_above_lowest_ev=2.941
Cl -1.4732 1.4352 -1.3737 -0.29
Cl -3.4325 -0.3779 0.5891 -0.27
Si 2.4718 1.3457 0.5703 0.38
Si -1.4747 0.0105 0.1137 0.75
O 1.5768 0.1732 0.7437 -0.27
C -0.8046 -1.6204 -0.6032 -1.02
H -0.9761 -1.8830 -1.6124 0.39
H 0.2135 -1.5894 -0.2369 0.26
H -1.3300 -2.4883 -0.2412 0.34
H -0.7681 0.7351 1.1075 -0.15
H 2.2096 2.6597 -0.1900 -0.04
H 3.7875 1.5997 1.1332 -0.07

=====

11
Properties=species:S:1:pos:R:3:mulliken_charge:R:1 method="wB97M-V/def2-TZVPD" homo_lumo_gap_ev="7.614 / 7.504" e_lumo_ev="-6.69 / -6.73" total_charge=+1 e_above_lowest_ev=1.069
Cl 1.2531 1.9032 -0.1229 -0.26
S 2.2209 -1.3020 0.0558 0.14
N 0.8031 -0.3633 0.1298 -0.31
N -1.2545 0.5459 0.2421 -0.21
C -0.4322 -0.3799 -0.6640 -0.28
H -0.4566 1.3207 0.2634 0.34
H -1.2427 0.0401 1.1424 0.36
H -0.7507 -1.5268 -0.6064 0.37
H 2.4583 -0.9934 1.2771 0.21
H -0.3725 0.1039 -1.6801 0.33
H -2.2262 0.6515 -0.0373 0.32

=====

13
Properties=species:S:1:pos:R:3:mulliken_charge:R:1 method="wB97M-V/def2-TZVPD" homo_lumo_gap_ev=9.957 e_lumo_ev=0.22 total_charge=0 e_above_lowest_ev=0.729
P 0.8820 0.3704 -1.0091 0.68
Si 0.1120 -2.0460 0.5807 0.41
Si -1.2197 1.3702 0.5506 0.46
F 2.3043 0.9591 -0.3847 -0.27
F 0.8337 1.5942 -2.0403 -0.24
F 1.6017 -0.6119 -2.0569 -0.25
C -0.5112 -0.1885 -0.3468 -0.17
H -0.7307 -3.0411 0.0460 -0.09
H -0.5301 2.6623 0.2893 -0.11
H 1.5660 -2.4620 0.6857 -0.06
H -1.4339 1.3220 1.9949 -0.14
H -0.5250 -1.4427 1.8716 -0.09
H -2.3490 1.5141 -0.1809 -0.15

=====

12
Properties=species:S:1:pos:R:3:mulliken_charge:R:1 method="wB97M-V/def2-TZVPD" homo_lumo_gap_ev=9.603 e_lumo_ev=-4.07 total_charge=+1 e_above_lowest_ev=1.209
F -0.9000 -1.4505 -0.6091 -0.28
N -2.1463 1.0781 0.2501 -0.65
N -1.0676 0.6836 -0.1986 0.13
N 1.4139 0.1250 -0.4595 -0.36
N 0.8476 -0.6394 0.5653 -0.17
C -0.5173 -0.7065 0.4670 0.18
H 1.4313 -1.1673 1.2323 0.24
H 2.0769 -0.3811 -1.2173 0.41
H 0.6530 0.4719 -1.1293 0.44
H 1.7398 1.0779 -0.1348 0.39
H -2.5547 1.9857 -0.2335 0.29
H -0.9765 -1.0774 1.4674 0.37

=====

12
Properties=species:S:1:pos:R:3:mulliken_charge:R:1 method="wB97M-V/def2-TZVPD" homo_lumo_gap_ev="7.342 / 6.868" e_lumo_ev="0.89 / -2.43" total_charge=0 multiplicity=3
I -2.9361 -0.5786 0.3107 -0.03
O 0.7851 -0.1281 0.9605 -0.20
N -1.2568 0.6061 0.1235 -0.45
N 0.7308 -1.3595 1.5235 -0.38
N -0.0871 0.0670 -0.2278 0.25
C 0.5893 0.7539 -1.2731 -0.79
H -0.2057 1.3708 -1.8541 0.29
H -1.3061 1.5260 0.6430 0.27
H 1.3361 1.4716 -0.8654 0.29
H -0.1657 -1.8719 1.6860 0.24
H 1.1547 -2.0713 0.9311 0.25
H 1.3615 0.2141 -1.9577 0.25

=====

9
Properties=species:S:1:pos:R:3:mulliken_charge:R:1 method="wB97M-V/def2-TZVPD" homo_lumo_gap_ev=10.789 e_lumo_ev=1.00 total_charge=0 e_above_lowest_ev=0.789
N 1.7569 -1.4870 -0.4276 -0.48
N -2.3814 1.5867 0.0366 -0.59
C 1.2156 -0.7045 0.4007 -0.25
H -1.4736 1.6818 -0.3811 0.20
H 2.5084 -1.0087 -0.8991 0.25
H 0.3681 -1.0206 1.0086 0.27
H -2.8190 2.4105 0.4167 0.20
H -2.9561 1.0035 -0.5059 0.20
H 1.4919 0.3408 0.5696 0.21

=====

Number 1: DFT total energy -794.86614 Ha. Number 2: DFT total energy -512.31446 Ha. Number 3: DFT total energy -853.71488 Ha. Number 4: DFT total energy -569.23732 Ha. Number 5: DFT total energy -569.21946 Ha. Number 6: DFT total energy -892.16787 Ha. Number 7: DFT total energy -532.81711 Ha. Number 8: DFT total energy -532.84998 Ha. Number 9: DFT total energy -555.82031 Ha. Number 10: DFT total energy -457.56053 Ha. Number 11: DFT total energy -912.68053 Ha. Number 12: DFT total energy -780.59590 Ha. Number 13: DFT total energy -1576.94503 Ha. Number 14: DFT total energy -121.05840 Ha. Number 15: DFT total energy -1616.37352 Ha. Number 16: DFT total energy -1009.20631 Ha. Number 17: DFT total energy -1261.62223 Ha. Number 18: DFT total energy -360.19784 Ha. Number 19: DFT total energy -578.60949 Ha. Number 20: DFT total energy -151.16999 Ha.